1.
Below is C43H50F6GeN6O2S2Ti as an isolated structure, with properties calculated with the ωB97M-V functional and the def2-TZVPD basis.

The geometry in ORCA input format:
```
! RIJCOSX wB97M-V def2-TZVPD def2/J DEFGRID3
* xyz -2 1
Ti -1.1811 0.0020 -0.8860
C 0.3814 -3.7073 0.4372
C 1.0186 -2.4065 0.0320
O 0.3550 -1.4005 -0.1378
N 2.3510 -2.4260 -0.2340
C 3.0614 -1.2203 -0.6193
C 3.7603 -0.5372 0.5280
C 5.1006 -0.1766 0.4333
C 5.6807 0.5231 1.4799
C 4.9035 0.8363 2.5801
C 3.5804 0.4112 2.5914
N 3.0254 -0.2723 1.6024
H -0.3088 -3.9874 -0.3606
H -0.2030 -3.5434 1.3408
H 1.1048 -4.5065 0.6005
H 2.8763 -3.2437 0.0209
H 2.3160 -0.5270 -1.0233
H 3.7872 -1.4538 -1.4014
H 5.6674 -0.4256 -0.4557
H 6.7208 0.8244 1.4315
H 5.3033 1.3954 3.4162
H 2.9341 0.6379 3.4334
S 0.8778 1.6427 -0.7041
C 1.2087 2.6004 0.7329
N 2.5770 3.0135 0.8750
C 2.9119 3.8625 2.0044
C 1.7113 4.6601 2.4688
N 0.6665 3.7291 2.8089
C -0.3057 4.2405 3.7509
C -0.8775 5.5984 3.3821
C -1.5669 5.7856 2.1828
C -2.0667 7.0349 1.8481
C -1.8906 8.1192 2.7004
C -1.2038 7.9449 3.8922
C -0.6997 6.6923 4.2223
C 0.3001 2.8822 1.6965
S -1.3882 2.3751 1.6540
C 3.3561 3.3017 -0.3172
C 3.1402 4.6911 -0.8798
C 1.8521 5.1151 -1.2158
C 1.6459 6.3868 -1.7275
C 2.7157 7.2564 -1.9145
C 3.9978 6.8428 -1.5873
C 4.2021 5.5673 -1.0714
H 3.7208 4.5400 1.7150
H 3.2675 3.2603 2.8494
H 1.4032 5.3530 1.6690
H 1.9684 5.2527 3.3527
H 0.1715 4.3306 4.7359
H -1.1105 3.5113 3.8316
H -1.7110 4.9482 1.5090
H -2.6008 7.1585 0.9138
H -2.2818 9.0937 2.4327
H -1.0548 8.7833 4.5634
H -0.1538 6.5579 5.1512
H 3.0932 2.5651 -1.0760
H 4.4166 3.1734 -0.0690
H 1.0213 4.4292 -1.0881
H 0.6412 6.6978 -1.9874
H 2.5486 8.2482 -2.3182
H 4.8393 7.5118 -1.7288
H 5.2057 5.2441 -0.8108
N -3.6246 2.1036 -1.4847
C -2.7572 1.3635 -1.2799
C -1.9614 0.5539 4.5077
Ge -1.3232 -0.4444 2.9209
C 0.3796 -1.2363 3.5365
C -2.5123 -2.0188 2.8293
C -1.4690 0.6057 1.3003
H -2.2542 -0.1452 5.2969
H -2.8178 1.1762 4.2419
H -1.1791 1.2108 4.8954
H 0.1276 -2.1607 4.0659
H 0.8955 -0.5705 4.2305
H 1.0566 -1.4610 2.7149
H -2.6273 -2.4549 3.8260
H -2.0924 -2.7695 2.1601
H -3.4932 -1.7406 2.4401
H -2.5643 0.5218 1.1685
C -3.5547 -3.6319 -0.1997
C -3.3551 -2.3875 -1.0865
O -2.3682 -1.6074 -0.5875
C -4.7185 -1.6304 -1.1296
F -5.7829 -2.4834 -1.2059
F -4.8855 -0.9322 -0.0001
F -4.8373 -0.7971 -2.1618
C -3.0222 -2.9011 -2.5106
F -1.9640 -3.7457 -2.4527
F -4.0466 -3.6290 -3.0367
F -2.7249 -1.9583 -3.3893
H -3.8292 -3.2995 0.7982
H -2.6080 -4.1642 -0.1376
H -4.3227 -4.3011 -0.5855
C -1.1467 2.4154 -3.8410
C -0.4000 1.3013 -4.5147
C 0.0140 1.4177 -5.8333
C 0.7121 0.4028 -6.4782
C 1.0091 -0.7507 -5.7658
C 0.6109 -0.9099 -4.4448
C 0.9611 -2.1699 -3.7042
C -0.1299 0.1106 -3.7967
N -0.5761 -0.0465 -2.5174
H -1.0442 3.3412 -4.4133
H -0.7736 2.5751 -2.8284
H -2.2075 2.1793 -3.7360
H -0.2082 2.3399 -6.3632
H 1.0280 0.5160 -7.5090
H 1.5723 -1.5506 -6.2400
H 0.2199 -2.9532 -3.8737
H 0.9816 -1.9790 -2.6352
H 1.9361 -2.5504 -4.0235
*
```

Summary:
E_HOMO ... -0.80 eV
Energy above the lowest of the compared OMol25 structures with the same formula, charge and spin ... 114.3 kJ/mol

2.
Below is C43H51BFeN12Se as an isolated structure, with properties calculated with the ωB97M-V functional and the def2-TZVPD basis.

The geometry in ORCA input format:
```
! RIJCOSX wB97M-V def2-TZVPD def2/J DEFGRID3
* xyz 1 6
Fe 0.2491 -0.9396 -1.2212
C -0.5089 2.6550 -1.5165
C -1.4609 1.6011 -1.9661
C -2.6797 1.8324 -2.6007
C -3.2207 0.5857 -2.8279
N -2.3737 -0.3348 -2.3574
N -1.2766 0.2710 -1.8301
B -2.5768 -1.8830 -2.3703
N -1.5139 -2.4762 -3.3092
C -1.5952 -3.2677 -4.3910
C -0.3236 -3.5256 -4.8390
C 0.5230 -2.8464 -3.9551
C 2.0137 -2.8499 -4.0185
N -0.2086 -2.2143 -3.0301
N -2.2994 -2.4142 -0.9368
C -3.0953 -3.1871 -0.1873
C -2.5049 -3.3497 1.0465
C -1.3121 -2.6246 0.9834
C -0.3230 -2.4548 2.0883
N -1.1956 -2.0674 -0.2312
N -4.0299 -2.1631 -2.7091
C -4.7041 -2.8226 -3.6873
C -6.0443 -2.6760 -3.4551
C -6.1261 -1.8930 -2.2823
C -7.3497 -1.4158 -1.5722
N -4.9168 -1.5930 -1.8475
H -0.7975 3.6094 -1.9535
H -0.5206 2.7485 -0.4337
H 0.5148 2.4314 -1.8057
H -3.1068 2.7860 -2.8593
H -4.1546 0.3201 -3.2894
H -2.5291 -3.6114 -4.7900
H -0.0365 -4.1172 -5.6908
H 2.3346 -3.2959 -4.9571
H 2.4200 -1.8425 -3.9606
H 2.4326 -3.4349 -3.1992
H -4.0289 -3.5706 -0.5582
H -2.8830 -3.9122 1.8826
H -0.3183 -3.3446 2.7168
H 0.6769 -2.2857 1.6988
H -0.6022 -1.6028 2.7128
H -4.2230 -3.3572 -4.4843
H -6.8595 -3.0752 -4.0349
H -8.2457 -1.7771 -2.0717
H -7.3537 -1.7694 -0.5413
H -7.3757 -0.3262 -1.5510
C 1.8540 3.0072 -5.2138
C 2.9032 2.8347 -4.3165
C 2.8711 1.8081 -3.3961
C 1.7598 0.9512 -3.3488
C 0.7191 1.1125 -4.2691
C 0.7747 2.1329 -5.1968
N 1.6458 -0.0778 -2.4291
N 2.6317 -0.3242 -1.6605
C 2.6888 -1.5653 -1.0510
C 3.9393 -2.0358 -0.6190
C 4.0404 -3.3114 -0.1030
C 2.9136 -4.1239 0.0060
C 1.6643 -3.6436 -0.3830
C 1.5440 -2.3661 -0.8804
H 1.8880 3.8152 -5.9322
H 3.7479 3.5106 -4.3343
H 3.6812 1.6443 -2.6996
H -0.1118 0.4175 -4.2481
H -0.0272 2.2533 -5.9129
H 4.8158 -1.4144 -0.7647
H 5.0080 -3.6932 0.1951
H 2.9993 -5.1270 0.4049
H 0.7835 -4.2689 -0.2732
C -0.9033 5.4807 2.8507
C -0.6716 4.0199 2.4743
C -1.5923 3.0880 3.2552
C -1.3794 1.6064 2.9431
N -0.0843 1.1248 3.3999
C 0.9339 0.7050 2.6198
Se 0.9152 0.5122 0.7703
N 1.9773 0.3806 3.4090
C 3.2515 -0.1778 2.9670
C 4.1499 0.7740 2.1800
C 4.5686 2.0507 2.9137
C 3.4506 3.0919 3.0402
C 1.6223 0.5862 4.7345
C 2.3237 0.4252 5.9222
C 1.6561 0.7240 7.0956
C 0.3289 1.1603 7.0908
C -0.3699 1.3310 5.9098
C 0.3065 1.0517 4.7295
H -0.2577 6.1384 2.2691
H -0.6960 5.6525 3.9081
H -1.9392 5.7647 2.6583
H 0.3737 3.7522 2.6576
H -0.8600 3.8954 1.4060
H -2.6328 3.3239 3.0204
H -1.4516 3.2628 4.3239
H -1.4266 1.4336 1.8681
H -2.1579 1.0086 3.4221
H 3.0465 -1.0578 2.3519
H 3.7704 -0.5048 3.8662
H 3.6627 1.0426 1.2418
H 5.0423 0.1956 1.9268
H 5.3908 2.4939 2.3489
H 4.9621 1.8032 3.9044
H 2.8951 3.1684 2.1019
H 3.8666 4.0729 3.2687
H 2.7476 2.8427 3.8367
H 3.3484 0.0809 5.9450
H 2.1701 0.6113 8.0403
H -0.1630 1.3701 8.0307
H -1.3995 1.6593 5.9172
*
```

Summary:
E_HOMO (alpha / beta) ... -10.19 / -10.51 eV

3.
Below is C43H51BN10OReS3 as an isolated structure, with properties calculated with the ωB97M-V functional and the def2-TZVPD basis.

The geometry in ORCA input format:
```
! RIJCOSX wB97M-V def2-TZVPD def2/J DEFGRID3
* xyz 2 2
Re -0.5739 2.5115 -0.3248
C 4.5500 1.3168 -0.9787
C 3.5910 0.6275 -0.0624
C 3.9737 -0.2264 0.9326
C 3.0171 -0.8173 1.7878
N 1.7328 -0.6032 1.6148
N 1.3633 0.2038 0.6303
B -0.1538 0.3479 0.2939
N -0.3824 -0.6843 -0.8567
N 0.4598 -1.7061 -1.0121
C 0.1110 -2.6595 -1.8347
C -1.1389 -2.6170 -2.5107
C -1.9971 -1.5695 -2.3481
C -3.3297 -1.4566 -3.0104
C -1.5363 -0.5405 -1.4894
S -2.3666 0.9188 -1.1420
C 1.0807 -3.8096 -2.0420
C 0.3672 -5.1351 -1.7405
C 1.5430 -3.7897 -3.5060
C 2.2899 -3.6711 -1.1188
N -1.1116 -0.0401 1.4595
N -1.0962 -1.3635 1.7058
C -1.8811 -1.8470 2.6255
C -2.6990 -0.9865 3.4026
C -2.7659 0.3425 3.1247
C -3.6716 1.2802 3.8572
C -1.9596 0.8107 2.0450
S -2.1666 2.4381 1.5081
C -1.9070 -3.3514 2.8267
C -1.3719 -3.6719 4.2290
C -3.3583 -3.8394 2.7037
C -1.0580 -4.0525 1.7679
C 2.2018 0.8510 -0.1659
S 1.5316 1.9895 -1.3006
C 3.4472 -1.7104 2.9376
C 2.2345 -2.2739 3.6728
C 4.2957 -0.8769 3.9090
C 4.2862 -2.8708 2.3823
H 5.5733 1.0199 -0.7613
H 4.4692 2.4001 -0.8741
H 4.3310 1.0757 -2.0202
H 5.0247 -0.4371 1.0825
H -1.4094 -3.4311 -3.1709
H -3.5170 -2.3081 -3.6608
H -3.3822 -0.5383 -3.5984
H -4.1235 -1.4066 -2.2622
H -0.4864 -5.3066 -2.3976
H 0.0195 -5.1683 -0.7068
H 1.0618 -5.9618 -1.8904
H 0.7081 -3.9102 -4.1988
H 2.2377 -4.6112 -3.6831
H 2.0552 -2.8551 -3.7434
H 1.9836 -3.6600 -0.0712
H 2.8449 -2.7531 -1.3183
H 2.9585 -4.5180 -1.2760
H -3.3048 -1.3992 4.1987
H -4.1796 0.7648 4.6689
H -4.4234 1.6930 3.1822
H -3.1118 2.1211 4.2691
H -1.9718 -3.2013 5.0101
H -0.3392 -3.3406 4.3434
H -1.4049 -4.7490 4.3950
H -4.0054 -3.4188 3.4742
H -3.3857 -4.9237 2.8138
H -3.7778 -3.5884 1.7273
H -0.0213 -3.7163 1.7895
H -1.4488 -3.8613 0.7660
H -1.0823 -5.1283 1.9455
H 1.6107 -1.4817 4.0897
H 2.5750 -2.9117 4.4891
H 1.6142 -2.8699 3.0031
H 3.7179 -0.0489 4.3254
H 5.1873 -0.4682 3.4308
H 4.6251 -1.5047 4.7370
H 3.7110 -3.4695 1.6742
H 4.5934 -3.5197 3.2026
H 5.1932 -2.5260 1.8839
N 1.3392 3.3806 3.3782
C 0.7600 3.4533 2.1872
O 0.6423 2.3957 1.4854
C 0.2646 4.6647 1.6394
C -0.3068 4.5012 0.3960
N -0.8291 5.5796 -0.2134
C 0.3826 5.9139 2.3071
N 0.4679 6.9247 2.8515
H 1.6831 2.4957 3.7116
H 1.4592 4.2033 3.9478
C -0.8922 7.3721 -3.3781
C -0.9650 7.0822 -2.0371
C -0.8972 5.7638 -1.5837
C -0.8542 4.6935 -2.5013
C -0.7138 5.0354 -3.8728
C -0.7234 6.3353 -4.3010
N -1.0066 3.3556 -2.1181
C -1.4564 2.5750 -3.2624
C -2.7307 2.8515 -3.7479
C -3.2084 2.1670 -4.8508
C -2.4084 1.2243 -5.4864
C -1.1352 0.9632 -5.0018
C -0.6541 1.6324 -3.8821
H -0.9303 8.4007 -3.7092
H -1.0370 7.8804 -1.3082
H -0.8538 6.4439 0.3212
H -0.5880 4.2484 -4.5994
H -0.6050 6.5542 -5.3526
H -3.3428 3.5944 -3.2518
H -4.2018 2.3793 -5.2226
H -2.7739 0.7051 -6.3623
H -0.4998 0.2451 -5.5041
H 0.3439 1.4343 -3.5199
*
```

Summary:
E_HOMO (alpha / beta) ... -12.96 / -12.94 eV
Energy above the lowest of the compared OMol25 structures with the same formula, charge and spin ... 0.0 kJ/mol

4.
Below is C43H51BN2O3SiTi as an isolated structure, with properties calculated with the ωB97M-V functional and the def2-TZVPD basis.

The geometry in ORCA input format:
```
! RIJCOSX wB97M-V def2-TZVPD def2/J DEFGRID3
* xyz 2 1
Ti -0.0228 0.6025 -0.2879
C -1.3055 1.6101 6.6057
C -0.6532 0.3493 6.0128
C -1.4651 -0.8782 6.4258
C 0.7830 0.2102 6.5504
C -0.5836 0.5054 4.5000
C 0.0774 1.5941 3.9324
C 0.1326 1.7292 2.5711
N -0.4234 0.8331 1.7256
C -1.0571 -0.2441 2.2572
C -1.1544 -0.4137 3.6170
C -1.6316 -1.2116 1.2714
C -2.4834 -2.2233 1.6291
C -3.0069 -3.0924 0.6654
C -2.6205 -2.8771 -0.6569
C -1.7707 -1.8508 -0.9662
N -1.2643 -1.0228 -0.0216
C -3.9781 -4.2111 1.0056
C -5.3201 -3.8985 0.3158
C -3.4171 -5.5374 0.4648
C -4.2010 -4.3366 2.5119
H -1.3839 1.4963 7.6884
H -2.3119 1.7651 6.2094
H -0.7179 2.5099 6.4124
H -1.4935 -0.9355 7.5147
H -1.0188 -1.8110 6.0673
H -2.5014 -0.8227 6.0771
H 0.7519 0.1120 7.6371
H 1.3952 1.0839 6.3154
H 1.2774 -0.6766 6.1463
H 0.5491 2.3475 4.5505
H 0.6428 2.5636 2.1152
H -1.6688 -1.2789 4.0076
H -2.7655 -2.3385 2.6642
H -2.9908 -3.4998 -1.4609
H -1.4871 -1.6532 -1.9890
H -5.2139 -3.8223 -0.7688
H -5.7524 -2.9656 0.6863
H -6.0260 -4.7041 0.5248
H -3.3396 -5.5415 -0.6241
H -4.0890 -6.3488 0.7475
H -2.4310 -5.7565 0.8808
H -4.6493 -3.4359 2.9422
H -3.2737 -4.5631 3.0482
H -4.8928 -5.1579 2.6995
O -1.1654 3.5699 -0.4875
C -0.5659 2.6222 -0.4064
C 5.1743 -0.7518 0.5846
C 4.3469 0.1309 -0.3191
C 5.0098 0.2847 -1.6720
O 3.0823 -0.5898 -0.5734
B 2.0787 0.2162 -0.2259
O 2.3931 1.4262 0.3157
C 3.8915 1.5041 0.3490
C 4.2506 1.6499 1.8094
C 4.2863 2.7362 -0.4333
H 5.3977 -1.6785 0.0583
H 4.6502 -1.0004 1.5065
H 6.1214 -0.2719 0.8393
H 5.2523 -0.7048 -2.0586
H 5.9359 0.8558 -1.5949
H 4.3516 0.7740 -2.3911
H 3.8491 0.8333 2.4112
H 3.8526 2.5929 2.1881
H 5.3346 1.6697 1.9333
H 3.9106 2.7069 -1.4554
H 5.3734 2.8309 -0.4712
H 3.8913 3.6259 0.0609
C -4.2362 -0.3748 -3.6875
C -3.1472 -0.7113 -4.4845
C -1.8896 -0.1895 -4.2055
C -1.7059 0.6973 -3.1349
C -2.8204 1.0270 -2.3491
C -4.0743 0.4949 -2.6158
Si -0.0028 1.3424 -2.8195
C 1.2392 0.1574 -3.4915
C 2.0955 0.6088 -4.5044
C 3.0099 -0.2567 -5.0947
C 3.0949 -1.5764 -4.6689
C 2.2656 -2.0383 -3.6535
C 1.3466 -1.1758 -3.0774
C 0.3467 3.0489 -3.3889
C -0.2526 3.5289 -4.5567
C 0.0350 4.8046 -5.0281
C 0.9216 5.6169 -4.3335
C 1.5261 5.1564 -3.1694
C 1.2359 3.8814 -2.7037
H -5.2160 -0.7823 -3.9095
H -3.2784 -1.3812 -5.3262
H -1.0447 -0.4801 -4.8222
H -2.7370 1.7246 -1.5281
H -4.9254 0.7699 -2.0048
H 2.0470 1.6401 -4.8389
H 3.6558 0.1008 -5.8878
H 3.8113 -2.2479 -5.1289
H 2.3384 -3.0654 -3.3160
H 0.7171 -1.5692 -2.2860
H -0.9561 2.9099 -5.1065
H -0.4338 5.1647 -5.9359
H 1.1406 6.6138 -4.6984
H 2.2187 5.7916 -2.6296
H 1.7285 3.5332 -1.8026
*
```

Summary:
E_HOMO ... -13.25 eV
Energy above the lowest of the compared OMol25 structures with the same formula, charge and spin ... 137.6 kJ/mol

no.,calculated total energy (eV),strongest force on any atom (hartree/bohr)
1,-176049.4121,0.027
2,-163707.0298,0.050
3,-97670.6709,0.002
4,-86200.7800,0.016